Molecular formula: C3H9N5
Method: DFT, the ωB97M-V functional and the def2-TZVPD basis

SMILES string: [H]/N=C(NN)\C(N)=N/C
Charge: 0
Total energy (a.u.): -393.446926
E_HOMO (eV): -9.10
ΔE to the lowest compared entry with this formula, charge and spin (eV): 1.812
Multiplicity: 1

Last column: Mulliken charge in e.
Geometry (Å):
H: -1.593 -1.681 -0.095  0.261
N: -1.502 -0.844 -0.667  -0.733
C: -0.312 -0.396 -0.712  0.268
N: -0.047 0.792 -1.336  -0.046
N: -1.090 1.641 -1.756  -0.739
C: 0.899 -0.666 0.204  0.631
N: 1.988 -1.220 -0.417  -0.454
N: 0.926 -0.410 1.444  -0.604
C: -0.112 0.331 2.104  -0.721
H: 0.829 1.280 -1.199  0.264
H: -1.631 1.146 -2.469  0.273
H: -1.737 1.790 -0.974  0.255
H: 2.667 -1.603 0.210  0.287
H: 1.817 -1.763 -1.251  0.233
H: 0.223 1.361 2.251  0.243
H: -0.256 -0.108 3.091  0.272
H: -1.069 0.349 1.573  0.311

---

Molecular formula: C4H6FO2Tl
Method: DFT, the ωB97M-V functional and the def2-TZVPD basis

<S²>: 0.753
Charge: +1
Total energy (a.u.): -578.472895
E_HOMO (alpha / beta) (eV): -13.73 / -13.69
Multiplicity: 2

Last column: Mulliken spin population.
Geometry (Å):
Tl: 1.656 -2.711 -3.701  0.019
F: -0.336 -3.180 -1.646  0.969
O: 0.754 -0.003 -2.031  0.008
C: 0.347 0.304 -0.880  -0.001
O: -0.073 1.542 -0.615  0.000
C: -0.525 1.727 0.684  0.000
C: -0.154 0.514 1.420  0.002
C: 0.105 -0.639 0.307  0.002
H: -1.591 1.503 0.658  0.000
H: -0.205 2.707 1.036  0.000
H: -0.979 0.226 2.071  0.000
H: 0.717 0.558 2.074  0.000
H: -0.737 -1.326 0.216  0.001
H: 1.021 -1.222 0.407  -0.001

---

Molecular formula: C24H27IrNOSi
Method: DFT, the ωB97M-V functional and the def2-TZVPD basis

<S²>: 8.830
Charge: +2
Total energy (a.u.): -1453.604027
E_HOMO (alpha / beta) (eV): -9.65 / -13.59
Multiplicity: 6

Last column: Mulliken spin population.
Geometry (Å):
C: -0.646 -3.655 -1.729  0.082
C: -1.175 -2.338 -1.923  0.117
C: -0.101 -1.496 -2.398  0.006
H: -2.218 -2.037 -1.789  0.012
C: 1.101 -2.271 -2.431  0.145
C: 0.774 -3.607 -2.008  -0.009
H: 1.468 -4.436 -1.913  -0.004
H: -1.210 -4.522 -1.379  0.009
H: -0.196 -0.450 -2.671  0.015
H: 2.076 -1.913 -2.728  0.013
Ir: 0.369 -2.206 -0.389  1.473
C: 0.185 -0.582 0.684  -0.111
H: 0.898 0.051 0.122  0.065
H: 0.402 -0.539 1.757  -0.009
H: -0.882 -0.371 0.510  0.023
Si: 0.113 2.480 0.704  0.094
C: -1.538 3.379 0.819  0.031
C: -2.509 3.155 -0.189  0.206
H: -2.291 2.492 -1.037  0.009
C: -3.794 3.714 -0.071  0.263
H: -4.552 3.526 -0.846  0.002
C: -4.122 4.478 1.065  0.019
H: -5.137 4.884 1.178  0.005
C: -3.161 4.681 2.074  0.219
H: -3.425 5.258 2.964  0.005
C: -1.881 4.117 1.962  0.243
H: -1.160 4.199 2.776  0.012
C: 1.071 3.367 -0.649  0.415
C: 0.593 4.606 -1.127  -0.072
H: -0.247 5.099 -0.629  0.019
C: 1.130 5.178 -2.286  0.439
H: 0.735 6.123 -2.656  0.018
C: 2.156 4.533 -2.981  0.545
H: 2.551 4.955 -3.904  0.022
C: 2.668 3.324 -2.491  -0.149
H: 3.475 2.819 -3.021  0.000
C: 2.136 2.736 -1.335  0.549
H: 2.512 1.772 -0.975  0.073
H: -0.553 1.331 0.066  0.023
H: 0.858 2.038 1.972  0.021
O: 2.333 -2.296 0.477  0.101
C: 2.620 -3.503 1.232  0.006
C: 1.342 -4.045 1.748  -0.001
C: 1.266 -5.090 2.659  0.004
C: 0.046 -5.648 2.984  0.005
C: -1.088 -5.124 2.367  0.004
C: -0.980 -4.054 1.507  0.018
N: 0.222 -3.526 1.213  0.061
H: 3.035 -2.044 -0.163  -0.014
H: 3.290 -3.216 2.038  0.000
H: 3.152 -4.217 0.598  0.000
H: 2.221 -5.460 2.996  0.000
H: -0.017 -6.498 3.661  0.000
H: -2.067 -5.551 2.557  0.000
H: -1.847 -3.598 1.029  -0.023

---

Molecular formula: C18H54Br2ClN17O11P2
Method: DFT, the ωB97M-V functional and the def2-TZVPD basis

Charge: 0
Total energy (a.u.): -8767.823554
E_HOMO (eV): -8.52
Multiplicity: 1

Last column: Mulliken charge in e.
Geometry (Å):
C: 4.693 2.102 1.261  -1.063
C: 4.353 3.062 -0.066  0.298
C: 4.281 4.685 0.259  -0.856
N: 4.213 2.482 -1.298  -0.488
P: 2.530 2.413 -1.862  1.475
C: 2.431 0.639 -1.149  -1.065
C: 1.815 0.535 0.366  0.630
C: 0.686 -0.685 0.411  -1.021
Cl: 1.077 2.108 1.023  -0.155
C: 3.150 2.634 -3.657  -0.633
P: 4.820 3.548 -3.836  0.904
O: 6.103 2.582 -3.704  -0.678
O: 4.877 4.105 -5.524  -0.630
O: 4.959 5.005 -2.872  -0.513
C: 0.672 2.300 -2.439  -0.516
Br: 0.399 1.119 -4.028  -0.029
C: 0.122 3.857 -2.708  -0.045
C: -0.799 4.290 -1.392  -0.838
Br: -0.857 4.051 -4.454  -0.165
H: 5.175 1.097 0.871  0.249
H: 5.456 2.750 1.905  0.404
H: 3.761 1.918 1.943  0.222
H: 3.512 5.185 -0.501  0.202
H: 5.307 5.242 0.072  0.260
H: 3.950 4.871 1.389  0.320
H: 2.133 3.617 -1.150  -0.466
H: 3.556 0.250 -1.081  0.386
H: 1.865 -0.137 -1.817  0.411
H: 2.683 0.173 1.102  -0.045
H: 1.083 -1.693 -0.058  0.237
H: 0.273 -0.830 1.516  0.304
H: -0.215 -0.301 -0.249  0.313
H: 2.360 3.288 -4.267  0.247
H: 3.305 1.559 -4.147  0.482
H: 5.579 3.567 -6.028  0.362
H: 5.963 5.121 -2.746  0.338
H: -0.035 1.883 -1.581  0.081
H: 1.016 4.628 -2.734  0.366
H: -1.563 3.432 -1.166  0.250
H: -0.056 4.461 -0.495  0.173
H: -1.390 5.296 -1.556  0.351
C: -4.657 1.742 -3.592  0.633
O: -5.809 1.350 -3.671  -0.725
N: -3.686 1.039 -2.979  -0.111
N: -4.245 2.913 -4.111  -0.229
H: -2.734 1.356 -2.911  0.141
H: -3.943 0.150 -2.572  0.107
H: -4.936 3.480 -4.582  0.181
H: -3.296 3.241 -4.049  0.034
C: -9.203 -1.225 -3.203  0.506
O: -10.356 -1.616 -3.282  -0.685
N: -8.232 -1.928 -2.590  -0.281
N: -8.791 -0.053 -3.722  -0.289
H: -7.280 -1.610 -2.522  0.149
H: -8.489 -2.816 -2.183  0.181
H: -9.482 0.514 -4.194  0.179
H: -7.842 0.275 -3.660  0.268
C: 8.160 6.637 -7.027  0.588
O: 9.131 7.137 -7.570  -0.663
N: 7.064 6.246 -7.704  -0.327
N: 8.092 6.428 -5.699  -0.308
H: 6.261 5.833 -7.262  0.166
H: 7.065 6.380 -8.705  0.194
H: 8.890 6.704 -5.144  0.186
H: 7.294 6.016 -5.246  0.178
C: -4.172 -2.623 -1.214  0.750
O: -3.977 -1.781 -2.075  -0.742
N: -5.275 -2.639 -0.443  -0.394
N: -3.303 -3.617 -0.952  -0.436
H: -5.442 -3.330 0.268  0.168
H: -5.961 -1.913 -0.599  0.216
H: -2.457 -3.650 -1.504  0.220
H: -3.458 -4.314 -0.244  0.144
C: 2.738 -3.726 0.971  0.638
O: 2.256 -3.280 -0.058  -0.694
N: 3.112 -5.011 1.106  -0.437
N: 2.942 -2.974 2.068  -0.235
H: 3.510 -5.385 1.951  0.183
H: 2.980 -5.619 0.310  0.210
H: 2.678 -2.000 2.019  0.118
H: 3.339 -3.335 2.919  0.188
C: 0.531 -5.567 4.445  0.711
O: 1.201 -4.680 4.948  -0.680
N: 0.478 -5.779 3.117  -0.351
N: -0.218 -6.417 5.169  -0.298
H: -0.073 -6.508 2.696  0.145
H: 1.023 -5.166 2.526  0.184
H: -0.213 -6.301 6.173  0.108
H: -0.773 -7.150 4.760  0.149
C: -1.698 -5.506 8.489  0.722
O: -1.330 -6.533 7.945  -0.704
N: -2.830 -5.427 9.213  -0.418
N: -1.007 -4.353 8.419  -0.347
H: -3.139 -4.583 9.664  0.171
H: -3.386 -6.266 9.297  0.189
H: -0.148 -4.358 7.887  0.186
H: -1.306 -3.503 8.866  0.189
C: -5.077 -2.841 7.489  0.638
O: -5.594 -3.315 8.487  -0.648
N: -4.069 -3.443 6.831  -0.330
N: -5.465 -1.671 6.950  -0.389
H: -3.639 -3.058 6.008  0.156
H: -3.739 -4.327 7.195  0.203
H: -6.219 -1.177 7.406  0.227
H: -5.043 -1.275 6.127  0.159

---

Molecular formula: C2H3FO2
Method: DFT, the ωB97M-V functional and the def2-TZVPD basis

SMILES string: O[C@@]1(F)CO1
Charge: 0
Total energy (a.u.): -328.286675
E_HOMO (eV): -10.78
ΔE to the lowest compared entry with this formula, charge and spin (eV): 1.860
Multiplicity: 1

Last column: Mulliken charge in e.
Geometry (Å):
O: -0.627 -1.298 -0.103  -0.472
C: -0.468 0.090 -0.099  0.899
F: -1.521 0.674 0.409  -0.228
C: 0.905 0.427 0.197  -0.533
O: 0.417 0.666 -1.018  -0.391
H: -1.451 -1.432 -0.546  0.290
H: 1.172 1.330 0.848  0.225
H: 1.572 -0.456 0.313  0.211

---

Molecular formula: C5H10O
Method: DFT, the ωB97M-V functional and the def2-TZVPD basis

<S²>: 0.755
Charge: +1
Total energy (a.u.): -271.314046
E_HOMO (alpha / beta) (eV): -12.59 / -12.58
ΔE to the lowest compared entry with this formula, charge and spin (eV): 1.933
Multiplicity: 2

Last column: Mulliken spin population.
Geometry (Å):
C: 0.894 2.534 -2.026  0.001
C: 0.806 1.083 -1.689  0.001
C: -0.215 0.522 -1.053  -0.002
H: -0.063 3.036 -1.940  0.000
H: 1.631 2.984 -1.366  0.000
H: 1.222 2.736 -3.051  0.000
H: 1.757 0.605 -1.501  0.000
H: -0.089 -0.373 -0.454  0.005
H: -1.231 0.893 -0.993  0.000
C: -1.674 -1.946 2.230  0.478
C: -0.313 -2.201 2.066  0.269
O: 0.281 -2.116 0.915  0.129
H: -2.186 -2.366 3.093  0.032
H: -2.208 -1.072 1.876  0.039
H: 0.266 -2.697 2.856  0.039
H: 1.123 -1.622 1.037  0.008